C27H19Cl2N3OReSSbSe4 | wB97M-V/def2-TZVPD

Last column: Mulliken charge in e.
CARTESIAN COORDINATES (ANGSTROEM)
1 Re 10.73019 11.89569 12.88454  1.533
2 Cl 13.16340 13.40730 6.38799  -0.177
3 C 12.15653 13.11029 7.74444  0.160
4 C 11.19355 14.07890 8.11452  -0.667
5 C 10.52572 13.92019 9.30178  -0.502
6 C 10.75797 12.80967 10.11751  0.574
7 O 10.11308 12.76908 11.30422  -0.660
8 C 11.68128 11.82391 9.73796  0.109
9 C 11.81781 10.56756 10.44813  0.255
10 N 11.43308 10.46637 11.68014  0.148
11 C 11.16321 9.14575 12.15511  -0.185
12 C 11.80414 8.00747 11.83014  -0.403
13 C 11.27922 6.77230 12.19191  -0.991
14 C 10.09253 6.70536 12.91215  -0.849
15 C 9.39249 7.89192 13.27187  0.758
16 C 8.19064 7.90878 13.97471  -0.511
17 C 7.61898 9.08964 14.24185  -0.815
18 C 8.17333 10.31292 13.79719  -0.364
19 N 9.35469 10.33540 13.16698  -0.305
20 C 9.93283 9.13046 12.88203  1.015
21 C 12.36081 11.97663 8.46905  -1.214
22 H 11.03360 14.96816 7.54576  0.491
23 H 9.83413 14.63139 9.59103  0.773
24 H 12.19347 9.72065 9.89676  0.422
25 H 12.67281 8.07490 11.18097  0.533
26 H 11.86744 5.86532 12.05325  0.414
27 H 9.74106 5.72701 13.31140  0.374
28 H 7.74314 6.97469 14.32148  0.479
29 H 6.67027 9.11876 14.76296  0.421
30 H 7.68673 11.21712 14.02127  0.630
31 H 13.07630 11.18751 8.13420  0.397
32 S 14.26690 11.52147 12.38088  0.012
33 C 15.88272 11.93062 12.93664  0.485
34 C 16.82347 12.23826 12.00249  -0.199
35 C 18.14320 12.43483 12.38768  -0.733
36 C 18.49214 12.36160 13.68287  -0.426
37 C 17.56322 12.02114 14.67891  -0.809
38 C 16.24061 11.85928 14.29500  -0.317
39 H 16.53486 12.32659 10.93416  0.374
40 H 18.90288 12.65870 11.66818  0.410
41 H 19.50160 12.58750 13.96276  0.409
42 H 17.85859 11.88672 15.70781  0.423
43 H 15.48471 11.53614 14.99241  0.312
44 Cl 9.52691 12.99775 18.37973  -0.161
45 C 10.69496 12.30679 17.34320  -0.066
46 C 11.70004 11.53574 17.86037  -0.203
47 C 12.53938 10.89517 16.94903  -0.833
48 C 12.31522 10.96106 15.59579  -0.260
49 N 11.28648 11.70820 15.07647  0.078
50 C 10.55260 12.39608 15.97542  -0.449
51 H 11.86032 11.42645 18.94031  0.455
52 H 13.44790 10.33723 17.29079  0.380
53 H 12.85536 10.40575 14.82421  0.616
54 H 9.65950 12.92299 15.60564  0.535
55 Se 13.46603 14.58899 11.29983  -0.227
56 Sb 11.80917 16.22241 12.20249  0.882
57 Se 12.99506 13.07477 13.21969  0.157
58 Se 11.38700 15.62644 14.36720  -0.329
59 Se 11.53491 17.94327 10.69196  -0.357

The multiplicity is 1. Its total charge is +2. Its molecular weight is 1128.25 g/mol. The HOMO energy (spin up / spin down) comes out at -0.5007 / -0.5006 Eh. The value obtained for the LUMO energy (spin up / spin down) is -7.27 / -7.25 eV. The relative energy (zero: lowest compared OMol25 entry of this formula, charge and spin) comes out at 24.0 kcal/mol.